Density functional theory data (the ωB97M-V functional and the def2-TZVPD basis) for a structure of composition C42H61BrN2NiO5PSe.

Each line ends with the Löwdin charge.
Geometry (Å):
Ni -0.84 -0.13 -0.06  0.41
C 6.02 1.34 4.03  -0.06
C 4.72 2.16 4.04  -0.56
C 4.43 2.57 5.48  -0.07
C 4.92 3.43 3.21  -0.05
C 3.59 1.33 3.43  -0.20
C 3.70 0.81 2.15  -0.11
C 2.68 0.07 1.57  -0.43
Se 3.27 -1.08 0.15  1.16
C 2.87 -0.60 -1.68  -0.41
C 3.99 -0.83 -2.47  -0.13
C 3.94 -0.83 -3.85  -0.20
C 2.69 -0.60 -4.42  0.01
C 1.54 -0.34 -3.68  -0.08
C 1.60 -0.30 -2.25  -0.38
O 0.56 0.04 -1.55  -0.19
C 0.21 -0.13 -4.42  -0.52
C -0.81 -1.18 -3.96  -0.04
C 0.35 -0.30 -5.94  -0.08
C -0.30 1.29 -4.18  -0.05
C 5.21 -1.09 -4.67  -0.56
C 5.80 -2.45 -4.28  -0.06
C 6.24 0.01 -4.38  -0.05
C 4.93 -1.11 -6.17  -0.07
C 1.43 -0.15 2.22  -0.41
O 0.43 -0.68 1.59  -0.17
C 1.38 0.24 3.60  -0.10
C 2.43 0.98 4.13  -0.01
C 0.22 -0.19 4.50  -0.52
C 0.04 -1.71 4.38  -0.04
C 0.50 0.11 5.98  -0.08
C -1.07 0.55 4.15  -0.04
H 6.83 1.91 4.49  0.08
H 6.33 1.09 3.01  0.07
H 5.89 0.41 4.58  0.09
H 5.27 3.16 5.87  0.08
H 4.32 1.70 6.13  0.08
H 3.53 3.17 5.56  0.08
H 5.77 4.01 3.59  0.08
H 4.03 4.06 3.25  0.08
H 5.12 3.19 2.16  0.08
H 4.61 0.96 1.58  0.09
H 4.93 -1.02 -1.96  0.07
H 2.61 -0.61 -5.50  0.07
H -0.44 -2.18 -4.17  0.09
H -1.75 -1.05 -4.49  0.08
H -1.00 -1.10 -2.89  0.05
H 0.69 -1.30 -6.21  0.08
H 1.03 0.43 -6.37  0.08
H -0.63 -0.15 -6.39  0.08
H -0.39 1.49 -3.11  0.04
H -1.28 1.43 -4.64  0.08
H 0.39 2.02 -4.61  0.09
H 6.08 -2.48 -3.23  0.08
H 6.70 -2.66 -4.87  0.08
H 5.08 -3.25 -4.45  0.09
H 6.48 0.05 -3.31  0.08
H 5.85 0.98 -4.67  0.09
H 7.17 -0.18 -4.93  0.08
H 4.22 -1.88 -6.44  0.08
H 5.86 -1.30 -6.71  0.08
H 4.55 -0.15 -6.52  0.08
H 2.35 1.30 5.16  0.08
H 0.92 -2.22 4.76  0.09
H -0.11 -2.00 3.35  0.06
H -0.82 -2.03 4.98  0.08
H 1.42 -0.37 6.33  0.08
H -0.33 -0.29 6.58  0.08
H 0.56 1.18 6.19  0.08
H -1.34 0.41 3.11  0.05
H -0.95 1.62 4.32  0.08
H -1.89 0.20 4.78  0.08
C 1.83 2.80 -1.25  -0.07
O 1.33 2.39 0.02  -0.27
P -0.18 2.01 0.34  0.81
O -0.20 2.29 1.90  -0.29
C 0.44 3.42 2.49  -0.07
O -0.89 3.31 -0.30  -0.28
C -2.28 3.55 -0.06  -0.10
H 2.42 3.71 -1.08  0.09
H 1.03 3.02 -1.95  0.08
H 2.47 2.02 -1.65  0.08
H -0.23 3.83 3.24  0.09
H 0.67 4.19 1.74  0.09
H 1.37 3.09 2.96  0.08
H -2.75 3.81 -1.01  0.08
H -2.37 4.38 0.63  0.09
H -2.78 2.67 0.36  0.07
Br -3.83 -2.30 -1.40  0.91
C -2.23 -2.98 -0.66  -0.69
C -2.22 -4.33 -0.34  -0.12
C -1.02 -4.90 0.05  -0.06
C 0.11 -4.12 0.07  -0.03
C -0.01 -2.78 -0.24  -0.10
N -1.17 -2.19 -0.57  0.04
H -3.13 -4.91 -0.43  0.09
H -0.98 -5.95 0.32  0.11
H 1.08 -4.51 0.35  0.11
H 0.85 -2.13 -0.21  0.04
C -3.02 1.34 -2.05  -0.06
C -3.52 0.83 -0.75  -0.48
C -4.80 0.86 -0.25  -0.11
C -4.79 0.10 0.95  -0.10
C -3.50 -0.36 1.12  -0.41
C -3.00 -1.36 2.10  -0.05
N -2.72 0.10 0.09  -0.05
H -3.29 0.67 -2.87  0.07
H -1.93 1.39 -2.05  0.03
H -3.41 2.33 -2.29  0.07
H -5.65 1.35 -0.71  0.09
H -5.63 -0.12 1.59  0.09
H -3.26 -1.11 3.13  0.07
H -1.91 -1.45 2.04  0.04
H -3.42 -2.35 1.89  0.07

Orbital gap (spin up / spin down)   6.75 / 6.74 eV
E_LUMO (spin up / spin down)   2.4667 / 2.4660 eV
Energy relative to the best compared isomer or geometry (same formula, charge and spin)   68.8 kJ/mol
Spin multiplicity   1
Net charge   -1
HOMO level (spin up / spin down)   -4.28 / -4.28 eV